[1]
{"formula": "C5H14N2O", "method": "ωB97M-V/def2-TZVPD", "energy_ev": -10438.73192, "smiles": "C[C@H](O)[C@H](C)NCN", "e_homo_ha": -0.3374, "spin_multiplicity": 1, "charge": 0, "relative_energy_kcal_mol": 52.95, "symbols": ["C", "C", "C", "C", "O", "N", "C", "N", "H", "H", "H", "H", "H", "H", "H", "H", "H", "H", "H", "H", "H", "H"], "xyz": [[-0.669, 1.002, -1.219], [-0.045, 0.614, 0.167], [-1.204, -0.001, 1.101], [-2.029, -1.174, 0.556], [-2.051, 1.132, 1.343], [1.012, -0.390, 0.215], [2.231, 0.233, -0.449], [3.131, -0.936, -0.528], [-1.094, 0.214, -1.835], [-0.027, 1.564, -1.898], [-1.576, 1.505, -0.910], [0.295, 1.495, 0.697], [-0.783, -0.245, 2.078], [-1.652, -2.129, 0.284], [-2.586, -1.495, 1.453], [-2.681, -0.771, -0.213], [-2.969, 0.910, 1.556], [0.747, -1.110, -0.460], [2.025, 0.547, -1.469], [2.612, 1.046, 0.176], [3.337, -1.215, 0.417], [3.975, -0.799, -1.062]], "nbo_charge": [-0.670, -0.059, 0.117, -0.668, -0.748, -0.619, -0.051, -0.852, 0.204, 0.212, 0.239, 0.200, 0.173, 0.230, 0.212, 0.211, 0.471, 0.354, 0.162, 0.162, 0.362, 0.359]}



[2]
{"formula": "C3H7NO2", "method": "ωB97M-V/def2-TZVPD", "energy_ev": -8809.52010, "smiles": "N=C=O.CCO", "e_homo_ha": -0.3927, "spin_multiplicity": 1, "charge": 0, "relative_energy_kcal_mol": 23.26, "symbols": ["N", "C", "O", "C", "C", "O", "H", "H", "H", "H", "H", "H", "H"], "xyz": [[-0.610, 1.822, -1.219], [-1.703, 1.310, -1.123], [-2.801, 0.891, -1.103], [0.254, -1.370, -0.161], [0.509, -0.375, 0.954], [1.386, 0.633, 0.448], [0.242, 1.517, -0.742], [-0.117, -0.859, -1.054], [1.177, -1.891, -0.430], [-0.494, -2.105, 0.148], [-0.436, 0.078, 1.292], [0.969, -0.874, 1.817], [1.625, 1.224, 1.174]], "nbo_charge": [-0.792, 0.847, -0.529, -0.631, -0.070, -0.737, 0.443, 0.214, 0.216, 0.221, 0.164, 0.172, 0.481]}



[3]
{"formula": "C6H12O", "method": "ωB97M-V/def2-TZVPD", "energy_ev": -8461.69003, "smiles": "CO[C@H]1CC[C@H]1C", "e_homo_ha": -0.3315, "spin_multiplicity": 1, "charge": 0, "relative_energy_kcal_mol": 61.43, "symbols": ["C", "O", "C", "C", "C", "C", "C", "H", "H", "H", "H", "H", "H", "H", "H", "H", "H", "H", "H"], "xyz": [[-0.731, 2.057, 1.407], [-0.344, 1.263, 0.323], [0.435, 0.166, 0.633], [-0.245, -1.157, 1.032], [-0.259, -1.636, -0.415], [0.833, -0.626, -0.773], [0.673, -0.018, -2.160], [0.135, 2.444, 1.972], [-1.385, 1.506, 2.097], [-1.278, 2.894, 0.971], [1.212, 0.467, 1.399], [0.425, -1.787, 1.628], [-1.201, -1.049, 1.538], [-1.184, -1.299, -0.912], [-0.162, -2.712, -0.600], [1.769, -0.579, -0.263], [0.512, -0.785, -2.941], [-0.237, 0.593, -2.143], [1.512, 0.596, -2.495]], "nbo_charge": [-0.246, -0.538, 0.133, -0.443, -0.403, -0.247, -0.623, 0.164, 0.165, 0.194, 0.151, 0.206, 0.208, 0.201, 0.204, 0.231, 0.214, 0.218, 0.212]}



[4]
{"formula": "C4H6O2", "method": "ωB97M-V/def2-TZVPD", "energy_ev": -8337.82969, "smiles": "O=CC[C@H]1CO1", "e_homo_ha": -0.3708, "spin_multiplicity": 1, "charge": 0, "relative_energy_kcal_mol": 60.68, "symbols": ["O", "C", "C", "C", "C", "O", "H", "H", "H", "H", "H", "H"], "xyz": [[2.018, 1.080, 0.807], [1.720, 0.011, 0.340], [0.748, -0.170, -0.814], [-0.463, -0.254, 0.105], [-1.760, 0.414, 0.127], [-1.637, -0.990, -0.117], [1.988, -0.952, 0.826], [0.927, -1.109, -1.357], [0.811, 0.691, -1.486], [-0.069, -0.400, 1.132], [-2.083, 0.701, 1.128], [-2.200, 0.977, -0.692]], "nbo_charge": [-0.519, 0.440, -0.536, 0.063, -0.100, -0.477, 0.112, 0.235, 0.237, 0.169, 0.182, 0.193]}



[5]
{"formula": "C16H35O7PS", "method": "ωB97M-V/def2-TZVPD", "energy_ev": -51616.69821, "smiles": "O=CC[C@]1(P(O)O)COS(=O)(=O)O1.CCCCCC.CCCCCC", "e_homo_ha": -0.3586, "spin_multiplicity": 1, "charge": 0, "relative_energy_kcal_mol": 0.00, "symbols": ["O", "C", "C", "C", "P", "O", "O", "C", "O", "S", "O", "O", "O", "H", "H", "H", "H", "H", "H", "H", "C", "C", "C", "C", "C", "C", "H", "H", "H", "H", "H", "H", "H", "H", "H", "H", "H", "H", "H", "H", "C", "C", "C", "C", "C", "C", "H", "H", "H", "H", "H", "H", "H", "H", "H", "H", "H", "H", "H", "H"], "xyz": [[1.924, 0.203, -2.954], [2.768, -0.532, -3.401], [3.854, -1.139, -2.531], [4.927, -0.115, -2.199], [6.539, -1.062, -1.672], [7.018, -0.137, -0.418], [7.508, -0.689, -2.905], [4.481, 0.969, -1.233], [5.466, 2.006, -1.475], [5.615, 2.156, -3.046], [4.664, 3.064, -3.565], [7.009, 2.308, -3.305], [5.189, 0.676, -3.417], [2.799, -0.790, -4.474], [4.321, -1.981, -3.046], [3.409, -1.519, -1.611], [7.338, 0.744, -0.647], [7.565, 0.245, -3.168], [4.498, 0.701, -0.184], [3.498, 1.352, -1.511], [-4.355, -1.061, -1.410], [-3.256, -1.899, -0.765], [-1.937, -1.147, -0.596], [-1.292, -0.676, -1.900], [-0.992, -1.783, -2.909], [-0.001, -2.825, -2.401], [-4.087, -0.752, -2.421], [-5.289, -1.620, -1.475], [-4.547, -0.158, -0.825], [-3.099, -2.810, -1.349], [-3.594, -2.230, 0.221], [-1.235, -1.783, -0.048], [-2.107, -0.272, 0.041], [-0.358, -0.159, -1.664], [-1.932, 0.071, -2.376], [-0.583, -1.316, -3.809], [-1.916, -2.279, -3.218], [0.938, -2.348, -2.109], [0.220, -3.562, -3.175], [-0.377, -3.371, -1.534], [-2.426, 2.910, 5.719], [-2.219, 1.438, 5.378], [-1.853, 1.196, 3.915], [-2.911, 1.647, 2.905], [-4.289, 1.014, 3.094], [-4.283, -0.504, 2.950], [-3.253, 3.343, 5.154], [-2.651, 3.041, 6.778], [-1.529, 3.491, 5.495], [-3.120, 0.874, 5.636], [-1.421, 1.034, 6.006], [-1.643, 0.132, 3.773], [-0.917, 1.718, 3.693], [-2.549, 1.413, 1.899], [-3.011, 2.735, 2.941], [-4.968, 1.441, 2.351], [-4.699, 1.289, 4.070], [-3.900, -0.797, 1.970], [-5.290, -0.912, 3.050], [-3.660, -0.982, 3.708]], "nbo_charge": [-0.515, 0.453, -0.557, -0.058, 1.370, -0.997, -0.990, -0.134, -0.701, 2.564, -0.879, -0.931, -0.728, 0.131, 0.236, 0.256, 0.503, 0.515, 0.236, 0.228, -0.611, -0.403, -0.388, -0.404, -0.400, -0.608, 0.202, 0.210, 0.201, 0.194, 0.201, 0.196, 0.198, 0.212, 0.201, 0.205, 0.195, 0.188, 0.208, 0.204, -0.610, -0.399, -0.397, -0.397, -0.399, -0.611, 0.201, 0.210, 0.201, 0.193, 0.201, 0.200, 0.199, 0.199, 0.201, 0.202, 0.194, 0.199, 0.210, 0.201]}



[6]
{"formula": "C34H22BrIN4O9S2Y", "method": "ωB97M-V/def2-TZVPD", "energy_ev": -160867.30515, "e_homo_ha": -0.1855, "spin_multiplicity": 1, "charge": -1, "relative_energy_kcal_mol": 38.97, "symbols": ["Y", "O", "C", "C", "C", "C", "C", "C", "C", "O", "N", "N", "C", "C", "C", "C", "C", "C", "C", "O", "H", "H", "H", "H", "H", "H", "H", "H", "H", "H", "O", "S", "O", "N", "C", "O", "C", "C", "C", "C", "C", "C", "H", "H", "H", "H", "Br", "C", "C", "C", "C", "C", "C", "I", "H", "H", "H", "H", "O", "S", "O", "N", "C", "O", "C", "C", "C", "C", "C", "C", "H", "H", "H", "H"], "xyz": [[0.389, -1.018, -0.815], [-4.126, -1.533, 0.451], [-4.672, -0.695, -0.453], [-6.049, -0.477, -0.372], [-6.678, 0.368, -1.267], [-5.940, 1.028, -2.251], [-4.577, 0.807, -2.336], [-3.922, -0.058, -1.455], [-2.461, -0.327, -1.593], [-1.878, -1.035, -0.656], [-1.861, 0.149, -2.651], [-0.543, -0.301, -2.713], [0.150, 0.006, -3.748], [1.378, -0.692, -4.089], [2.110, -0.266, -5.208], [3.175, -0.988, -5.689], [3.510, -2.194, -5.052], [2.807, -2.636, -3.957], [1.749, -1.886, -3.408], [1.109, -2.299, -2.332], [-3.159, -1.563, 0.262], [-6.601, -0.994, 0.406], [-7.753, 0.507, -1.207], [-6.431, 1.702, -2.947], [-3.978, 1.293, -3.096], [-0.261, 0.724, -4.454], [1.810, 0.656, -5.699], [3.739, -0.641, -6.546], [4.341, -2.783, -5.425], [3.071, -3.559, -3.451], [3.309, -0.400, 2.472], [1.896, -0.156, 2.504], [1.497, 1.215, 2.612], [1.094, -0.901, 1.285], [0.514, -2.053, 1.694], [-0.075, -2.803, 0.904], [0.547, -2.221, 3.179], [-0.114, -3.171, 3.931], [-0.099, -3.029, 5.313], [0.576, -1.967, 5.914], [1.253, -1.023, 5.151], [1.210, -1.172, 3.781], [-0.645, -3.980, 3.440], [-0.634, -3.738, 5.933], [0.564, -1.867, 6.993], [1.775, -0.190, 5.606], [-2.142, -0.122, 2.646], [-2.986, 1.402, 1.930], [-4.205, 1.739, 2.505], [-4.871, 2.884, 2.100], [-4.324, 3.680, 1.106], [-3.118, 3.325, 0.524], [-2.426, 2.189, 0.925], [-0.548, 1.966, -0.003], [-4.616, 1.100, 3.277], [-5.812, 3.155, 2.569], [-4.839, 4.577, 0.776], [-2.687, 3.942, -0.260], [3.140, -1.980, -0.201], [3.620, -0.820, -0.919], [4.407, -1.062, -2.094], [2.330, 0.173, -1.221], [2.590, 1.442, -0.773], [1.854, 2.402, -0.979], [3.861, 1.553, 0.004], [4.333, 2.658, 0.682], [5.547, 2.539, 1.345], [6.261, 1.338, 1.320], [5.766, 0.223, 0.659], [4.545, 0.357, 0.031], [3.748, 3.569, 0.702], [5.944, 3.384, 1.895], [7.214, 1.271, 1.834], [6.301, -0.721, 0.658]], "lowdin_charge": [1.349, 0.020, -0.272, -0.025, -0.101, -0.107, -0.036, -0.081, -0.479, -0.235, 0.064, -0.132, -0.060, -0.158, -0.060, -0.110, -0.094, -0.036, -0.366, -0.205, 0.045, 0.113, 0.095, 0.091, 0.105, 0.128, 0.106, 0.089, 0.098, 0.120, -0.263, 0.619, -0.324, -0.213, -0.554, 0.006, -0.167, -0.003, -0.067, -0.070, -0.029, -0.221, 0.127, 0.102, 0.102, 0.122, 0.902, -0.683, -0.142, -0.091, -0.092, -0.172, -0.638, 1.366, 0.096, 0.101, 0.101, 0.084, -0.302, 0.653, -0.266, -0.141, -0.546, -0.166, -0.149, 0.005, -0.063, -0.070, -0.039, -0.229, 0.125, 0.100, 0.102, 0.125]}